[1]
143
Properties=species:S:1:pos:R:3 method="wB97M-V/def2-TZVPD" charge=+4 max_force_ev_per_a=9.887 energy_ha=-2265.8746 e_above_lowest_kj_mol=316.4 orbital_gap_ev=4.98
O 0.4237 0.3682 -0.9321
H -0.5396 0.2343 -1.0245
C -2.8732 -0.9709 1.5387
C -3.2806 -2.3635 2.0335
C -1.8703 -2.8781 2.6405
C -1.8554 -4.1232 3.4849
C -2.8014 -3.8318 4.6868
C -4.2901 -3.4061 4.3229
N -4.1678 -2.2921 3.2677
O -5.3268 -1.5283 3.1141
C -4.8499 -2.8351 5.6734
C -5.0892 -4.6543 3.8909
C -3.8728 -3.3202 0.8958
H -2.6302 -0.2803 2.3462
H -3.6580 -0.6424 0.8572
H -1.9782 -0.9724 0.9165
H -1.4965 -2.0484 3.2406
H -1.3627 -3.0830 1.6979
H -0.7962 -4.2246 3.7215
H -2.1037 -5.0158 2.9108
H -2.4214 -3.0059 5.2880
H -2.8304 -4.6959 5.3506
H -5.9000 -2.5777 5.5355
H -4.3866 -1.8940 5.9698
H -4.8753 -3.5023 6.5350
H -4.6202 -5.2945 3.1436
H -6.0919 -4.3940 3.5519
H -5.3146 -5.3665 4.6847
H -3.4713 -3.2393 -0.1143
H -4.9085 -2.9955 0.7956
H -3.8867 -4.3677 1.1972
C -2.4134 -0.6063 -2.4683
C -1.4743 -1.6068 -3.2235
C -0.7732 -0.7754 -4.2603
C 0.3637 -1.4056 -4.9666
C 1.3876 -1.8248 -3.9106
C 0.8826 -2.7837 -2.7905
N -0.4325 -2.2050 -2.2902
O -1.0304 -2.6491 -1.0511
C 1.8722 -2.7384 -1.6374
C 0.5746 -4.1814 -3.3790
C -2.3505 -2.6735 -3.8843
H -1.8411 0.2084 -2.0248
H -2.7931 -1.0262 -1.5369
H -3.1173 0.0132 -3.0240
H -0.3776 0.0889 -3.7269
H -1.4727 -0.3907 -5.0024
H 0.8815 -0.7690 -5.6841
H 0.0243 -2.2624 -5.5486
H 1.8298 -0.9051 -3.5276
H 2.1944 -2.3476 -4.4243
H 1.7660 -1.8356 -1.0359
H 2.9312 -2.7462 -1.8952
H 1.6853 -3.5212 -0.9023
H 0.1445 -4.1694 -4.3805
H 0.0743 -4.8521 -2.6804
H 1.5753 -4.5652 -3.5774
H -3.1148 -2.1069 -4.4161
H -2.8244 -3.2407 -3.0831
H -1.9315 -3.3553 -4.6243
C 3.6600 -0.8768 5.9199
C 2.6753 -0.8284 4.7855
C 2.4660 0.6819 4.5105
C 1.8121 0.9667 3.1510
C 2.5876 0.2986 2.0151
C 2.7449 -1.1965 2.1716
N 3.3313 -1.4147 3.5062
O 3.8939 -2.6600 3.6839
C 3.7616 -1.7050 1.1091
C 1.3720 -1.9771 2.0610
C 1.3241 -1.4742 5.2130
H 3.2880 -0.5976 6.9057
H 4.5728 -0.3542 5.6339
H 3.9658 -1.9222 5.9631
H 3.4521 1.1443 4.4652
H 2.0132 1.1950 5.3589
H 1.6190 2.0222 2.9591
H 0.7557 0.7009 3.1113
H 3.5998 0.6950 1.9357
H 2.1683 0.5991 1.0549
H 3.8554 -2.7908 1.1259
H 4.7927 -1.3553 1.1601
H 3.4150 -1.3516 0.1380
H 0.6108 -1.4003 2.5864
H 1.3346 -2.8819 2.6676
H 1.1533 -2.1716 1.0110
H 1.5129 -2.5477 5.2243
H 0.4062 -1.3180 4.6463
H 1.1075 -1.1891 6.2425
C -5.2893 2.0432 0.2277
C -4.0876 2.9727 -0.2029
C -2.7826 2.5909 0.5281
N -1.5394 3.4848 0.1703
C -1.1798 3.1467 -1.3345
C -1.6933 4.9719 0.3458
C -0.2488 5.4467 0.4256
C 0.5476 4.2487 0.9587
C -0.3836 3.1910 1.1152
H -6.1313 2.0441 -0.4645
H -5.7408 2.2643 1.1949
H -4.9392 1.0265 0.4060
H -4.3289 3.9873 0.1140
H -4.0688 2.9373 -1.2921
H -2.3498 1.6794 0.1159
H -2.8361 2.5305 1.6151
H -2.0009 3.5761 -1.9086
H -1.0326 2.0849 -1.5317
H -0.3753 3.7836 -1.7021
H -2.2949 5.3519 -0.4800
H -2.2535 5.0858 1.2738
H 0.1146 5.8138 -0.5342
H -0.2195 6.3065 1.0950
H 1.3455 4.0110 0.2552
H 1.0608 4.4722 1.8939
H 0.0165 2.2125 0.8495
H -0.7416 3.0553 2.1357
C 3.8787 5.5465 -6.1238
C 3.0224 4.6312 -5.2217
C 3.7230 3.2805 -4.9205
N 3.1848 2.5444 -3.6811
C 1.6374 2.2520 -3.8227
C 3.4139 3.2108 -2.3703
C 3.4763 2.1157 -1.2684
C 3.8942 0.8369 -2.0328
C 3.9980 1.2936 -3.4825
H 3.6268 6.6002 -6.2443
H 4.0310 5.0533 -7.0838
H 4.9380 5.5000 -5.8713
H 2.0509 4.4930 -5.6963
H 2.8057 5.2829 -4.3753
H 4.7886 3.4804 -4.8090
H 3.6630 2.4640 -5.6402
H 1.5798 1.6255 -4.7128
H 1.1653 3.2335 -3.8679
H 1.3765 1.6898 -2.9261
H 2.7644 4.0804 -2.2698
H 4.4222 3.5953 -2.5242
H 2.5391 1.9775 -0.7292
H 4.2931 2.3197 -0.5762
H 3.1250 0.0700 -1.9413
H 4.8663 0.4678 -1.7058
H 3.7785 0.5738 -4.2710
H 5.0233 1.6049 -3.6823

---

[2]
13
Properties=species:S:1:pos:R:3 method="wB97M-V/def2-TZVPD" charge=0 max_force_ev_per_a=0.565 energy_ha=-323.6355 e_above_lowest_kj_mol=382.1 orbital_gap_ev="8.68 / 8.68"
C -0.6443 0.4803 0.6315
C -0.3420 -0.6525 -0.0040
C -1.3051 -1.5493 -0.7231
N 0.9966 -1.1999 0.0676
O 1.8879 -0.3935 0.2229
H 0.1129 1.0701 1.1330
H -1.6622 0.8581 0.6432
H -1.0339 -2.5967 -0.5620
H -2.3274 -1.3880 -0.3720
H -1.2813 -1.3625 -1.8027
O 1.5582 2.5442 0.0888
H 1.7897 1.6111 -0.0406
H 1.9881 2.7755 0.9199

---

[3]
17
Properties=species:S:1:pos:R:3 method="wB97M-V/def2-TZVPD" charge=0 max_force_ev_per_a=2.340 energy_ha=-288.9105 e_above_lowest_kj_mol=279.7 orbital_gap_ev=10.07
C -1.2422 -1.3320 -2.1018
C -0.9139 -0.2383 -1.3912
C -0.7266 -0.3185 0.1259
N 0.6787 -0.1277 0.5456
C 0.7142 -0.1515 2.0329
H -0.7435 -1.6571 -3.0170
H -2.1651 -1.8838 -1.8754
H -0.3051 0.5657 -1.8363
H -1.1925 0.5642 0.6080
H -1.0574 -1.3321 0.3394
H 1.3385 -0.8349 0.2406
H 0.7350 -1.1662 2.4409
H 1.6077 0.3166 2.4447
H -0.1667 0.3950 2.3790
O 1.3238 2.7146 -0.2895
H 1.5399 1.9212 0.2149
H 0.5750 2.5648 -0.8607